# 1
This record from the OMol25 dataset describes 2 unconnected molecules or ions with the total composition C5H8F3N4S at a distorted geometry. The level of theory is wB97M-V/def2-TZVPD.

Bonds (Å) are listed after each position.
Cartesian coordinates (Å):
1 C -0.069 0.722 -1.725  N6 1.355, N7 1.428, H14 1.057
2 C 0.600 1.390 0.506  N7 1.354, N8 1.345, N9 1.349
3 C -0.951 -0.338 0.034  N6 1.311, N8 1.442, S13 1.723
4 C -2.913 -2.264 -0.558  S13 1.809, H15 1.095, H16 1.147, H17 1.185
5 C 2.293 -1.222 0.611  F10 1.432, F11 1.327, F12 1.356
6 N -0.913 -0.238 -1.272  C1 1.355, C3 1.311
7 N 0.649 1.578 -0.834  C1 1.428, C2 1.354, H18 1.009
8 N -0.372 0.588 0.976  C2 1.345, C3 1.442, H19 0.955
9 N 1.246 2.328 1.230  C2 1.349, H20 0.996, H21 1.010
10 F 2.356 -0.205 1.618  C5 1.432
11 F 3.229 -2.105 0.935  C5 1.327
12 F 2.513 -0.522 -0.530  C5 1.356
13 S -2.136 -1.337 0.788  C3 1.723, C4 1.809
14 H -0.065 0.909 -2.765  C1 1.057
15 H -3.908 -2.684 -0.379  C4 1.095
16 H -2.176 -3.142 -0.598  C4 1.147
17 H -2.863 -1.688 -1.593  C4 1.185
18 H 0.955 2.374 -1.374  N7 1.009
19 H -0.575 0.514 1.905  N8 0.955
20 H 1.984 2.848 0.808  N9 0.996
21 H 1.117 2.493 2.217  N9 1.010

- Energy relative to the best compared isomer or geometry (same formula, charge and spin): 317.24 kJ/mol
- Electronic energy: -30252.66207 eV
- E_HOMO (spin up / spin down): -10.5 / -12.8 eV
- Charge: +1
- Frontier orbital gap (spin up / spin down): 5.35 / 9.03 eV
- LUMO level (spin up / spin down): -5.19 / -3.82 eV
- Spin multiplicity: 1


# 2
This record from the OMol25 dataset describes 9 unconnected molecules or ions with the total composition C22H62O14 at a distorted geometry. The level of theory is wB97M-V/def2-TZVPD.

Bonds (Å) are listed after each position.
Cartesian coordinates (Å):
1 C 3.985 4.265 -0.682  C2 1.495, O4 1.405, H5 1.006, H6 1.065
2 C 3.640 3.219 0.329  C1 1.495, O3 1.405, H7 1.171, H8 1.059
3 O 3.466 3.687 1.643  C2 1.405, H9 1.038
4 O 4.184 3.726 -1.964  C1 1.405, H10 0.890
5 H 4.842 4.775 -0.553  C1 1.006
6 H 3.067 4.736 -0.943  C1 1.065
7 H 4.506 2.438 0.221  C2 1.171
8 H 2.742 2.665 0.240  C2 1.059
9 H 3.279 2.891 2.282  O3 1.038
10 H 4.848 3.146 -1.840  O4 0.890
11 C -2.877 3.349 0.817  C12 1.557, O14 1.300, H15 1.134, H16 1.178
12 C -2.186 3.690 -0.536  C11 1.557, O13 1.490, H17 1.083, H18 1.016
13 O -1.513 5.018 -0.597  C12 1.490, H19 1.029
14 O -3.413 2.172 0.688  C11 1.300, H20 0.967
15 H -3.456 4.266 1.152  C11 1.134
16 H -2.066 3.085 1.630  C11 1.178
17 H -2.781 3.492 -1.419  C12 1.083
18 H -1.457 3.055 -0.849  C12 1.016
19 H -2.251 5.733 -0.548  O13 1.029
20 H -4.307 2.263 0.333  O14 0.967
21 C 2.753 -3.318 2.081  C22 1.510, O24 1.402, H25 1.026, H26 1.100
22 C 3.291 -1.909 2.160  C21 1.510, O23 1.372, H27 1.210, H28 1.156
23 O 2.786 -1.150 3.185  C22 1.372, H29 0.994
24 O 3.297 -4.058 1.022  C21 1.402, H30 1.036
25 H 1.731 -3.384 2.012  C21 1.026
26 H 2.930 -3.821 3.043  C21 1.100
27 H 3.029 -1.490 1.056  C22 1.210
28 H 4.413 -1.993 2.429  C22 1.156
29 H 3.111 -1.715 3.937  O23 0.994
30 H 2.621 -4.002 0.239  O24 1.036
31 C -1.130 -0.487 0.034  C32 1.533, O34 1.414, H35 1.100, H36 1.055
32 C 0.361 -0.174 0.199  C31 1.533, O33 1.442, H37 0.975, H38 1.127
33 O 1.124 -0.564 -0.961  C32 1.442, H39 0.951
34 O -1.734 -0.367 1.307  C31 1.414, H40 0.886
35 H -1.116 -1.533 -0.307  C31 1.100
36 H -1.695 0.143 -0.596  C31 1.055
37 H 0.740 -0.344 1.082  C32 0.975
38 H 0.331 0.947 0.314  C32 1.127
39 H 1.071 0.243 -1.461  O33 0.951
40 H -2.171 0.382 1.123  O34 0.886
41 C 0.955 2.111 3.629  C42 1.498, O44 1.538, H45 1.044, H46 1.078
42 C 0.851 3.586 3.394  C41 1.498, O43 1.426, H47 1.006, H48 1.018
43 O -0.376 4.235 3.721  C42 1.426, H49 1.060
44 O 2.346 1.637 3.178  C41 1.538, H50 1.031
45 H 0.125 1.656 3.187  C41 1.044
46 H 0.918 1.988 4.699  C41 1.078
47 H 1.155 4.005 2.531  C42 1.006
48 H 1.572 3.908 4.036  C42 1.018
49 H -0.650 4.896 2.940  O43 1.060
50 H 2.454 0.616 3.277  O44 1.031
51 C 0.578 -5.346 -1.943  C52 1.585, H55 1.116, H56 1.103, H57 1.005
52 C 1.286 -3.976 -2.311  C51 1.585, C53 1.609, O54 1.452, H58 1.080
53 C 0.514 -2.857 -3.173  C52 1.609, H59 1.025, H60 1.239, H61 1.115
54 O 1.490 -3.475 -0.964  C52 1.452, H62 0.860
55 H -0.115 -5.067 -1.115  C51 1.116
56 H 1.227 -6.218 -1.754  C51 1.103
57 H 0.111 -5.756 -2.733  C51 1.005
58 H 2.203 -4.133 -2.859  C52 1.080
59 H 1.177 -2.146 -3.498  C53 1.025
60 H -0.454 -2.515 -2.479  C53 1.239
61 H 0.060 -3.253 -4.111  C53 1.115
62 H 1.716 -2.645 -0.976  O54 0.860
63 C -3.573 -1.314 -2.968  C64 1.447, H67 1.113, H68 1.265, H69 1.043
64 C -4.576 -2.322 -2.703  C63 1.447, C65 1.477, O66 1.369, H70 0.977
65 C -5.916 -2.165 -3.305  C64 1.477, H71 1.104, H72 1.097, H73 1.223
66 O -4.082 -3.450 -3.303  C64 1.369, H74 0.977
67 H -3.873 -0.281 -2.678  C63 1.113
68 H -3.289 -1.021 -4.166  C63 1.265
69 H -2.648 -1.392 -2.493  C63 1.043
70 H -4.515 -2.248 -1.731  C64 0.977
71 H -6.785 -2.600 -2.783  C65 1.104
72 H -5.980 -2.199 -4.400  C65 1.097
73 H -6.168 -0.969 -3.279  C65 1.223
74 H -3.748 -3.993 -2.562  O66 0.977
75 C -0.638 -1.323 4.502  C76 1.505, H79 1.063, H80 1.290, H81 1.065
76 C -1.045 -2.725 4.134  C75 1.505, C77 1.547, O78 1.420, H82 1.126
77 C -1.553 -3.593 5.309  C76 1.547, H83 0.918, H84 1.148, H85 1.112
78 O -2.107 -2.599 3.201  C76 1.420, H86 1.094
79 H -0.585 -0.577 3.746  C75 1.063
80 H 0.565 -1.540 4.914  C75 1.290
81 H -1.286 -0.890 5.228  C75 1.065
82 H -0.136 -3.245 3.720  C76 1.126
83 H -1.956 -2.909 5.770  C77 0.918
84 H -0.675 -3.958 5.952  C77 1.148
85 H -2.176 -4.472 5.031  C77 1.112
86 H -1.838 -1.878 2.424  O78 1.094
87 C 0.338 1.238 -4.375  C88 1.534, H91 1.171, H92 1.224, H93 1.140
88 C 1.329 2.353 -4.017  C87 1.534, C89 1.518, O90 1.432, H94 1.049
89 C 0.760 3.680 -3.547  C88 1.518, H95 1.213, H96 1.193, H97 0.962
90 O 2.252 1.950 -2.999  C88 1.432, H98 0.881
91 H 1.043 0.355 -4.682  C87 1.171
92 H -0.392 1.508 -5.320  C87 1.224
93 H -0.226 0.847 -3.465  C87 1.140
94 H 1.796 2.784 -4.851  C88 1.049
95 H 1.467 4.610 -3.218  C89 1.213
96 H 0.454 3.435 -2.421  C89 1.193
97 H -0.041 3.939 -4.013  C89 0.962
98 H 2.669 2.635 -2.635  O90 0.881

- Energy relative to the best compared isomer or geometry (same formula, charge and spin): 1231.66 kJ/mol
- Structure (SMILES): CC(C)O.CC(C)O.CC(C)O.CC(C)O.OCCO.OCCO.OCCO.OCCO.OCCO
- Electronic energy: -52469.56585 eV
- E_HOMO: -9.4 eV
- Frontier orbital gap: 9.56 eV
- LUMO level: 0.11 eV
- Spin multiplicity: 1